This record from OMol25 describes a 10-piece molecular cluster, C34H87NO12 overall. The level of theory is wB97M-V/def2-TZVPD.

CARTESIAN COORDINATES (ANGSTROEM)
C  3.6883  2.0283  5.0771
C  2.8015  2.1601  3.7768
C  1.5842  1.1701  4.0453
C  2.3057  3.5979  3.7043
C  1.7956  4.0737  2.3890
C  2.8485  3.7648  1.2814
C  3.3009  2.2710  1.2376
C  2.2778  1.3229  0.5196
C  4.5643  2.2183  0.3496
N  3.6913  1.8394  2.6263
O  4.3632  0.6594  2.7378
H  3.8827  0.9859  5.3298
H  4.6625  2.5109  4.9988
H  3.3146  2.5141  5.9785
H  1.0107  1.4366  4.9330
H  0.9017  1.1463  3.1957
H  2.0337  0.1821  4.1444
H  1.5149  3.7796  4.4321
H  3.1675  4.2151  3.9581
H  0.9531  3.4460  2.0985
H  1.3596  5.0667  2.4983
H  3.6521  4.4963  1.1970
H  2.2963  3.8845  0.3493
H  2.4811  0.2696  0.7128
H  2.3721  1.4117  -0.5626
H  1.2184  1.5476  0.6429
H  5.4840  2.5292  0.8453
H  4.4311  2.9448  -0.4519
H  4.7276  1.1946  0.0129
H  5.2925  0.8918  2.6752
C  1.6769  1.5938  -5.4375
C  2.7097  0.8281  -4.5500
C  1.9415  -0.0670  -3.5630
O  3.5124  0.0289  -5.3743
H  0.9583  2.1573  -4.8424
H  1.1618  1.0360  -6.2196
H  2.2583  2.3656  -5.9421
H  3.4193  1.4977  -4.0641
H  1.5215  -0.9663  -4.0135
H  1.2014  0.5313  -3.0315
H  2.5096  -0.5155  -2.7480
H  4.0838  -0.4684  -4.7846
C  -0.5590  -4.4872  -2.9918
C  0.8586  -4.3891  -2.5185
C  1.8454  -5.1583  -3.4474
O  1.1227  -3.0170  -2.5326
H  -1.3173  -4.2782  -2.2372
H  -0.8412  -5.5321  -3.1209
H  -0.7593  -3.9496  -3.9186
H  0.8588  -4.7478  -1.4892
H  1.7432  -4.7000  -4.4311
H  1.7236  -6.2377  -3.5381
H  2.8764  -5.1135  -3.0965
H  2.0682  -2.9700  -2.6920
C  5.1408  -1.4181  -1.4398
C  4.3989  -2.7487  -1.6245
C  3.3605  -3.1094  -0.5165
O  3.8207  -2.7711  -2.8956
H  4.6624  -0.5088  -1.8035
H  6.1576  -1.5173  -1.8199
H  5.1155  -1.3841  -0.3507
H  5.2667  -3.3989  -1.5142
H  2.9616  -4.1010  -0.7300
H  2.5235  -2.4118  -0.4865
H  3.8005  -3.2476  0.4711
H  4.5352  -2.6225  -3.5193
C  -1.2600  4.0481  -0.2675
C  -0.6746  4.6511  -1.5074
C  0.1282  3.6489  -2.4097
O  -1.5643  5.3860  -2.3295
H  -1.9718  3.2931  -0.6013
H  -1.8964  4.7962  0.2050
H  -0.6259  3.5741  0.4817
H  0.0871  5.3294  -1.1232
H  -0.5081  2.8942  -2.8719
H  0.8132  3.1100  -1.7553
H  0.7971  4.1188  -3.1307
H  -2.3127  4.8252  -2.5465
C  -5.6078  3.1561  -1.3631
C  -4.3846  2.4738  -2.0142
C  -4.7325  1.3342  -2.9496
O  -3.7072  3.4706  -2.7344
H  -5.3676  3.8915  -0.5953
H  -6.0862  2.3274  -0.8411
H  -6.2548  3.6058  -2.1162
H  -3.7131  2.0948  -1.2438
H  -5.1710  0.5283  -2.3610
H  -3.8244  0.9514  -3.4151
H  -5.5312  1.6774  -3.6072
H  -4.1858  3.6264  -3.5519
C  -2.3219  1.6608  4.2423
C  -3.0116  0.6040  3.4535
C  -3.9600  -0.2794  4.2662
O  -3.7236  1.1041  2.2979
H  -1.4164  1.9918  3.7338
H  -1.9397  1.2773  5.1883
H  -2.9611  2.5011  4.5132
H  -2.1826  -0.0464  3.1744
H  -4.3994  -0.9893  3.5654
H  -4.8104  0.2758  4.6620
H  -3.3888  -0.7635  5.0583
H  -4.3326  1.7953  2.5679
C  -1.7092  -3.5207  3.1670
C  -0.2533  -3.2723  2.6283
C  0.8685  -4.2438  3.0533
O  -0.3311  -3.3884  1.1617
H  -1.7254  -3.2793  4.2298
H  -2.1435  -4.4886  2.9170
H  -2.2960  -2.7327  2.6951
H  0.0512  -2.2750  2.9458
H  0.7337  -5.2038  2.5550
H  0.9848  -4.2350  4.1370
H  1.8512  -3.9625  2.6747
H  0.3935  -2.8129  0.9061
O  -3.1686  -0.2315  -0.0106
C  -1.7678  -0.1939  0.1308
C  -1.1890  -0.7582  -1.2108
O  0.1339  -1.1075  -1.0820
H  -3.5657  0.0313  0.8230
H  -1.4797  0.8213  0.4038
H  -1.4474  -0.8648  0.9278
H  -1.1189  -0.0727  -2.0554
H  -1.7514  -1.6344  -1.5337
H  0.2942  -1.8270  -1.6970
O  -6.4510  -2.7944  1.4274
C  -5.9890  -2.7948  0.0046
C  -4.4800  -3.2045  -0.0932
O  -4.3251  -4.5313  0.3696
H  -6.5247  -3.7286  1.6359
H  -6.6799  -3.3567  -0.6239
H  -5.9762  -1.7402  -0.2707
H  -3.8678  -2.6341  0.6054
H  -3.9750  -2.9880  -1.0346
H  -3.3887  -4.6807  0.2198

Output
- HOMO: -8.12 eV
- Orbital gap: 0.310 hartree
- Multiplicity: 1
- LUMO level: 0.33 eV
- Total energy: -2305.07572 Eh
- SMILES: CC1(C)CCCC(C)(C)N1O.CC(C)O.CC(C)O.CC(C)O.CC(C)O.CC(C)O.CC(C)O.CC(C)O.OCCO.OCCO